Entry 1:
DFT (ωB97M-V with the def2-TZVPD basis set) results for 4 unconnected molecules or ions with the total composition C31H47F4N4O7P2.

Computed properties:
- LUMO energy: 2.4 eV
- Gap between HOMO and LUMO: 6.7 eV
- E_tot: -82652.1433 eV
- Charge: -1

```
95
Properties=species:S:1:pos:R:3:forces:R:3:lowdin_charge:R:1
C -4.577 -5.929 2.547 -0.1 0.2 0.1 -0.07
C -4.203 -4.577 1.969 0.0 -0.3 0.2 -0.23
O -2.810 -4.567 1.598 -0.2 0.5 -0.1 -0.08
C -2.078 -3.538 2.162 0.2 -0.1 0.7 -0.46
O -1.964 -3.450 3.361 -0.2 0.1 -0.8 0.12
C -1.474 -2.646 1.119 0.0 -0.1 0.0 -0.09
C -0.646 -1.486 1.662 0.2 -0.2 0.2 -0.17
C 0.365 -0.950 0.640 -0.2 0.0 -0.2 -0.11
C -0.216 0.151 -0.301 0.1 -0.3 0.2 -0.45
C 0.515 -0.026 -1.651 -0.1 0.0 0.0 -0.07
C 0.216 0.868 -2.859 0.0 -0.1 -0.1 -0.37
O 0.237 2.250 -2.506 0.3 0.1 0.0 -0.03
C 1.230 0.580 -3.973 0.1 -0.2 0.2 -0.24
N 2.610 1.014 -3.670 -0.1 0.2 0.0 0.00
O -1.584 -0.101 -0.463 0.1 -0.2 -0.1 -0.27
P -2.669 1.212 -0.199 -0.1 0.0 0.5 0.39
F -2.728 1.511 -1.867 0.1 0.0 -0.2 -0.35
P -4.158 2.895 -0.117 0.0 0.0 0.1 0.73
C -3.094 4.386 -0.264 -0.1 0.3 -0.1 -0.35
O -4.508 2.948 1.542 0.0 0.2 0.0 -0.43
O -1.293 2.251 -0.053 0.3 -0.2 0.0 -0.31
C -0.092 1.589 0.286 -0.6 0.3 -0.4 -0.31
C 0.137 1.726 1.793 0.3 0.2 0.1 -0.10
C 0.121 3.186 2.250 -0.2 -0.1 0.2 -0.16
O 1.424 3.786 2.297 -0.1 0.1 -0.2 -0.11
C 1.935 4.125 1.041 0.0 -0.1 0.1 -0.12
C 2.688 5.436 1.153 0.1 0.1 -0.1 -0.60
F 3.390 5.546 2.287 0.2 -0.2 0.3 0.13
F 3.572 5.568 0.144 0.1 -0.1 -0.3 0.12
F 1.890 6.511 1.101 -0.3 0.1 0.0 0.14
H -5.652 -5.947 2.756 0.1 -0.1 -0.1 0.07
H -4.049 -6.099 3.489 0.0 0.0 -0.1 0.08
H -4.342 -6.733 1.845 0.0 0.1 0.1 0.07
H -4.781 -4.369 1.065 0.1 0.0 0.0 0.12
H -4.390 -3.785 2.699 0.0 -0.1 -0.1 0.12
H -0.875 -3.300 0.468 -0.1 0.1 0.0 0.12
H -2.296 -2.284 0.490 0.1 0.0 0.0 0.13
H -0.113 -1.828 2.557 -0.1 0.0 -0.1 0.12
H -1.329 -0.697 1.980 0.0 -0.1 0.0 0.09
H 1.273 -0.597 1.140 -0.1 0.1 0.0 0.11
H 0.690 -1.791 0.013 0.0 0.1 0.1 0.11
H 1.597 -0.046 -1.464 0.0 0.1 0.1 0.12
H 0.237 -1.044 -1.958 0.2 0.1 -0.1 0.12
H -0.763 0.596 -3.263 0.0 0.2 0.2 0.11
H 0.620 2.741 -3.240 -0.1 0.0 0.0 0.08
H 1.222 -0.502 -4.138 -0.1 0.1 -0.2 0.10
H 0.891 1.068 -4.893 0.0 -0.1 0.0 0.11
H 2.664 1.355 -2.716 0.0 -0.1 0.0 0.05
H 2.876 1.798 -4.252 0.0 0.0 0.0 0.05
H -2.698 1.018 1.238 0.0 0.1 -0.1 0.00
H -3.753 0.286 -0.329 0.1 -0.1 -0.2 -0.02
H -2.294 4.423 0.478 -0.1 -0.1 -0.1 0.01
H -2.659 4.381 -1.266 0.1 0.0 0.1 0.03
H -3.723 5.278 -0.158 0.1 0.0 -0.1 0.01
H -5.270 3.532 1.628 0.0 -0.2 0.1 0.00
H 0.705 2.098 -0.267 0.1 -0.1 0.2 0.12
H -0.634 1.189 2.347 0.0 0.0 -0.1 0.10
H 1.113 1.319 2.088 -0.1 -0.1 0.0 0.12
H -0.256 3.250 3.274 0.1 0.0 -0.1 0.13
H -0.537 3.785 1.615 0.0 -0.1 0.0 0.11
H 2.648 3.376 0.669 -0.1 0.0 0.0 0.14
H 1.143 4.266 0.296 0.1 0.0 0.0 0.15
N 7.097 5.557 6.304 0.0 0.0 0.0 0.05
C 8.008 4.622 6.044 0.0 0.0 0.0 -0.17
C 8.076 3.928 4.846 0.0 0.0 0.0 -0.08
C 7.146 4.220 3.861 0.0 0.0 0.0 -0.08
C 6.189 5.189 4.114 0.1 0.0 0.0 -0.06
C 6.209 5.824 5.347 0.0 0.0 0.0 -0.15
H 8.718 4.420 6.839 0.0 0.0 0.0 0.10
H 8.840 3.177 4.693 0.0 0.0 0.0 0.10
H 7.164 3.699 2.912 0.0 0.0 0.0 0.11
H 5.443 5.446 3.378 0.0 0.0 0.0 0.08
H 5.476 6.588 5.582 0.0 0.0 0.0 0.10
N 0.403 -7.338 -2.034 0.0 0.0 0.0 0.05
C 1.501 -7.322 -1.280 0.0 0.0 0.0 -0.17
C 1.548 -6.780 -0.004 0.0 0.0 0.0 -0.08
C 0.392 -6.225 0.521 0.0 0.0 0.0 -0.07
C -0.759 -6.230 -0.250 0.0 0.0 0.0 -0.07
C -0.697 -6.797 -1.515 0.0 0.0 0.0 -0.15
H 2.386 -7.763 -1.724 0.0 0.0 0.0 0.10
H 2.471 -6.795 0.561 0.0 0.0 0.0 0.10
H 0.386 -5.791 1.513 0.0 0.0 0.0 0.11
H -1.678 -5.802 0.126 0.0 0.0 0.0 0.08
H -1.577 -6.819 -2.150 0.0 0.0 0.0 0.10
N -1.519 -1.109 -5.063 0.0 0.0 -0.1 0.07
C -1.768 -0.849 -6.343 0.0 0.0 0.0 -0.15
C -2.975 -1.135 -6.963 0.0 0.0 0.0 -0.08
C -3.979 -1.722 -6.208 0.0 0.0 0.0 -0.09
C -3.734 -1.994 -4.873 0.0 0.0 -0.1 -0.06
C -2.492 -1.669 -4.348 0.0 0.0 0.1 -0.13
H -0.958 -0.387 -6.898 0.0 0.0 0.0 0.10
H -3.123 -0.898 -8.008 0.0 0.0 0.0 0.09
H -4.938 -1.956 -6.653 0.0 0.0 0.0 0.10
H -4.491 -2.442 -4.243 0.0 0.0 0.0 0.10
H -2.267 -1.851 -3.303 0.0 0.0 0.0 0.11
```
Forces are in eV/Å.


Entry 2:
DFT (ωB97M-V with the def2-TZVPD basis set) results for 2 unconnected molecules or ions with the total composition C2H10NS2 at a distorted geometry.

Computed properties:
- LUMO energy: -4.0 eV
- Gap between HOMO and LUMO: 8.4 eV
- E_tot: -25389.9848 eV
- Charge: +1

```
15
Properties=species:S:1:pos:R:3:forces:R:3:lowdin_charge:R:1
C -1.432 0.827 1.155 0.3 0.4 0.1 -0.01
N -1.821 -0.614 1.367 0.3 0.2 -0.2 0.16
H -0.934 0.927 0.188 -0.1 -0.1 0.1 0.04
H -2.286 1.487 1.245 -0.4 -0.3 -0.2 0.11
H -0.752 1.132 1.943 0.2 -0.3 0.0 0.11
H -2.149 -0.782 2.318 -0.1 0.0 0.0 0.17
H -1.006 -1.215 1.205 -0.1 0.0 0.0 0.17
H -2.541 -0.898 0.702 -0.1 0.0 0.1 0.17
C 2.488 0.003 -0.751 0.6 0.7 0.3 -0.48
S 1.184 0.901 -1.616 -0.4 -0.2 0.0 0.37
S 0.097 -0.613 -2.495 0.2 0.2 0.1 0.29
H 2.215 -1.014 -0.521 -0.1 -0.3 -0.1 0.02
H 2.689 0.533 0.183 -0.2 0.0 0.0 0.03
H 3.417 0.071 -1.313 -0.1 -0.4 -0.2 0.03
H 0.831 -0.745 -3.610 -0.1 -0.1 -0.1 -0.18
```
Forces are in eV/Å.